Entry from the OMol25 dataset: a 2-piece molecular cluster, C9H14 overall (ωB97M-V with the def2-TZVPD basis set).

Its spin multiplicity is 2. As for the expectation value of S²: 0.758. The net charge is -1. Its LUMO energy (alpha / beta) is 3.713 / 3.619 eV. The value obtained for the HOMO energy (alpha / beta) is 1.15 / -3.69 eV. The calculation puts the frontier orbital gap (alpha / beta) at 2.5661 / 7.3067 eV.

Element x y z (Å)
C1 -0.326 -3.080 -1.137
C2 -0.834 -3.925 0.040
H1 0.604 -2.598 -0.816
H2 -0.102 -3.642 -2.040
H3 -0.987 -2.234 -1.319
H4 -1.760 -4.413 -0.301
H5 -1.305 -3.293 0.788
H6 -0.112 -4.607 0.460
C3 0.088 2.949 -1.639
C4 1.048 0.290 0.927
C5 0.825 0.917 -0.318
C6 0.492 0.823 2.125
C7 0.236 2.171 -0.376
C8 -0.114 2.050 2.061
C9 -0.162 2.787 0.825
H7 1.573 -0.659 0.879
H8 1.201 0.403 -1.188
H9 0.638 0.255 3.035
H10 -0.501 2.506 2.968
H11 1.066 3.326 -1.967
H12 -0.573 3.814 -1.521
H13 -0.557 3.788 0.924
H14 -0.435 2.375 -2.411

Entry from the OMol25 dataset: a 2-piece molecular cluster, C9H14 overall (ωB97M-V with the def2-TZVPD basis set).

Its spin multiplicity is 2. As for the expectation value of S²: 0.750. The net charge is -1. Its LUMO energy (alpha / beta) is 3.842 / 3.697 eV. The value obtained for the HOMO energy (alpha / beta) is 1.34 / -5.91 eV. The calculation puts the frontier orbital gap (alpha / beta) at 2.5030 / 9.6076 eV.

Element x y z (Å)
C1 0.435 -2.868 -1.321
C2 1.851 -3.100 -0.610
H1 -0.276 -3.143 -0.558
H2 0.224 -1.905 -1.630
H3 0.245 -3.501 -2.138
H4 1.868 -3.911 0.164
H5 2.409 -3.055 -1.429
H6 2.255 -2.250 0.036
C3 1.364 2.519 -0.041
C4 -0.032 0.741 1.106
C5 0.015 1.876 0.320
C6 -1.238 0.109 1.390
C7 -1.144 2.397 -0.116
C8 -2.443 0.738 1.091
C9 -2.368 1.839 0.272
H7 0.825 0.157 1.268
H8 -1.327 -0.784 1.915
H9 1.498 2.890 -1.038
H10 2.259 1.868 0.069
H11 -1.262 3.177 -0.958
H12 -3.396 0.400 1.703
H13 -3.247 2.292 0.002
H14 1.486 3.514 0.502

Entry from the OMol25 dataset: a 2-piece molecular cluster, C9H14 overall (ωB97M-V with the def2-TZVPD basis set).

Its SMILES is Cc1ccccc1.CC. Its LUMO energy is 1.001 eV. The value obtained for the HOMO energy is -9.00 eV. The calculation puts the frontier orbital gap at 10.0032 eV.

Element x y z (Å)
C1 0.942 -1.107 -2.939
C2 -0.873 -1.196 0.363
C3 -0.675 -1.075 -0.996
C4 0.033 -1.800 1.244
C5 0.525 -1.505 -1.565
C6 1.172 -2.331 0.638
C7 1.380 -2.210 -0.726
H1 -1.781 -0.794 0.810
H2 -1.457 -0.684 -1.640
H3 -0.323 -1.975 2.236
H4 1.898 -2.877 1.228
H5 0.826 -1.909 -3.663
H6 1.987 -0.781 -2.929
H7 2.304 -2.502 -1.229
H8 0.415 -0.232 -3.336
C8 -1.299 2.313 1.360
C9 -0.338 3.415 1.768
H9 -0.962 1.830 0.438
H10 -1.332 1.570 2.161
H11 -2.307 2.698 1.198
H12 -0.288 3.553 2.852
H13 -0.549 4.355 1.257
H14 0.702 3.244 1.471

Entry from the OMol25 dataset: a 2-piece molecular cluster, C9H14 overall (ωB97M-V with the def2-TZVPD basis set).

Its SMILES is Cc1ccccc1.CC. Its LUMO energy is 1.020 eV. The value obtained for the HOMO energy is -8.90 eV. The calculation puts the frontier orbital gap at 9.9215 eV.

Element x y z (Å)
C1 0.596 -2.882 -1.001
C2 -0.125 -2.308 -2.139
H1 0.622 -2.248 -0.059
H2 0.303 -3.840 -0.576
H3 1.650 -3.001 -1.231
H4 -1.080 -1.794 -2.015
H5 -0.229 -3.234 -2.870
H6 0.409 -1.435 -2.633
C3 1.333 0.934 2.473
C4 -0.837 2.891 -0.082
C5 -1.417 1.811 -0.774
C6 0.127 2.510 0.950
C7 0.271 1.164 1.397
C8 -1.358 0.536 -0.278
C9 -0.564 0.199 0.912
H7 -0.933 3.912 -0.355
H8 -2.123 2.099 -1.542
H9 0.765 3.345 1.276
H10 -1.686 -0.336 -0.921
H11 2.265 0.750 2.056
H12 1.095 -0.072 2.875
H13 -0.635 -0.806 1.343
H14 1.548 1.806 3.193